Record 1
The following is a quantum chemistry calculation of a cluster of 11 separate species, C44H95F9O22 in total, from OMol25.

The strongest force on any atom comes out at 3.93 eV Å⁻¹. The calculation puts the orbital gap at 0.3485 hartree. The calculation puts the calculated total energy at -4286.9518 Ha. Its SMILES is CCOC(=O)C(F)(F)F.CCOC(=O)C(F)(F)F.CCOC(=O)C(F)(F)F.COCCOC.COCCOC.COCCOC.COCCOC.COCCOC.COCCOC.COCCOC.COCCOC.

CARTESIAN COORDINATES (ANGSTROEM)
C: -4.156 -5.391 6.228
C: 8.910 3.813 -0.562
H: 7.567 7.608 -1.710
H: -9.876 1.145 -12.422
H: -0.129 0.106 -3.442
C: 1.829 1.162 8.636
H: -8.682 7.657 -0.042
H: 0.711 1.497 -10.261
H: -1.420 2.339 -11.439
C: -1.379 4.513 -8.097
H: 0.814 -5.869 -11.830
C: 7.477 1.989 10.800
H: 9.232 1.893 9.694
C: -2.132 -0.202 -2.550
C: -3.505 -3.082 5.500
O: 2.175 0.040 -1.735
F: 2.445 0.501 1.148
C: 1.263 0.353 -0.995
H: -3.375 -2.616 4.524
H: 6.409 -4.923 9.072
H: 8.751 -5.608 9.776
O: 9.432 5.131 -0.268
C: 8.169 2.023 9.491
C: 7.820 6.769 -1.062
C: 7.039 -5.396 8.319
H: -4.024 -6.599 -3.679
H: 6.862 -3.650 5.481
H: 1.115 -0.079 11.603
H: -4.715 -4.555 10.181
H: 10.038 -4.011 10.291
H: 10.624 -2.670 9.190
H: 1.383 -7.059 -10.781
H: 10.865 -4.402 8.866
H: 6.104 -3.305 7.044
H: 8.338 4.062 6.826
H: -11.268 -0.302 -15.209
H: 5.454 -4.506 -8.027
C: -10.822 0.248 -14.381
C: -3.014 -6.809 -4.031
C: -3.932 -6.915 -7.414
H: 2.831 1.306 8.232
O: -4.498 -7.979 -7.540
H: -6.081 -3.746 9.385
O: 1.958 0.506 9.857
C: 3.017 -4.836 -7.957
C: -10.049 7.404 1.501
H: -11.472 1.100 -14.184
H: -2.520 0.807 -2.416
O: 8.912 -3.863 8.717
H: 9.773 7.826 0.508
C: 0.749 0.327 10.660
O: 8.257 2.702 11.815
H: 7.099 4.509 11.690
H: -1.279 2.924 12.543
C: 8.363 3.088 7.314
C: -8.353 4.799 -0.580
H: -4.657 -6.292 5.873
H: -2.555 -3.148 6.032
H: -0.191 4.243 12.624
C: 1.508 1.104 0.379
C: -9.839 0.071 -12.240
H: -1.119 1.133 11.383
H: 0.303 -0.521 10.140
O: -10.615 -0.557 -13.246
H: 9.082 3.295 0.382
C: -9.033 0.236 -9.178
F: -1.975 3.725 -7.180
H: 1.502 2.194 8.762
H: -10.552 8.345 1.276
O: 0.426 2.517 11.629
O: 7.890 3.215 8.639
C: -12.099 6.225 1.215
C: -9.296 6.808 0.258
H: -10.662 -1.074 -10.659
H: 2.499 -6.194 -11.939
F: -0.514 5.211 -7.472
O: 7.686 7.278 0.277
H: -0.232 -1.389 -2.580
H: 3.557 -5.372 -7.176
C: -0.279 1.339 -9.832
O: -4.071 -4.375 5.239
C: 7.520 3.777 12.380
C: 1.684 -6.108 -11.220
F: -5.507 -5.631 -8.699
C: 8.757 8.205 0.615
H: -5.991 -4.920 7.379
F: -2.257 5.341 -8.692
H: 6.772 -6.447 8.434
H: -2.594 -5.804 -4.076
H: -8.197 -0.122 -9.778
H: -7.719 5.430 -1.202
H: -12.865 6.979 1.401
H: -12.440 5.306 1.692
H: 6.954 6.124 -1.208
C: 10.176 -3.660 9.268
O: -10.060 0.843 -9.918
H: 7.691 0.968 11.119
C: -4.240 -5.696 -8.439
C: 9.159 6.049 -1.362
C: -2.946 -7.480 -5.348
H: 8.098 4.256 13.171
H: -11.622 0.294 -11.176
H: -3.583 -8.359 -5.250
H: -0.816 0.839 -12.004
O: 3.605 -3.650 -8.407
O: -0.671 2.285 -8.854
O: -0.083 0.251 -1.333
C: -10.616 -0.009 -10.885
H: -4.668 -2.834 10.110
C: -1.192 1.327 -11.104
C: -4.920 -5.069 7.509
H: 2.015 -4.707 -7.547
C: -0.581 -0.357 -2.564
H: -3.181 -5.840 6.419
H: -9.942 0.796 -14.719
O: 2.001 -5.156 -10.191
H: -8.808 -0.243 -12.075
H: 9.927 6.821 -1.417
C: -0.637 3.635 -9.170
C: -0.219 1.529 10.911
O: -8.687 5.591 0.491
C: -0.558 3.477 11.941
O: 6.875 -5.142 6.926
O: -3.286 -6.561 -6.321
H: 7.888 3.665 -0.910
F: 2.037 2.319 0.067
H: -12.007 5.872 0.188
H: 9.203 -5.595 8.012
H: -8.645 1.013 -8.518
H: -2.054 0.796 -10.700
H: 9.045 5.581 -2.339
H: -0.521 1.940 9.948
H: 5.726 -3.069 -8.816
H: 6.573 3.401 12.766
H: 1.145 0.618 7.984
H: 3.701 -6.155 -9.545
H: -4.290 -2.585 6.070
F: 0.367 1.140 1.018
F: -3.680 -5.968 -9.661
H: -9.513 -0.559 -8.607
F: -3.778 -4.538 -7.925
H: -9.194 4.473 -1.191
C: 5.052 -3.494 -8.072
H: -2.620 -0.817 -1.793
O: -11.064 6.533 2.041
H: 6.423 2.262 10.754
H: -1.033 4.047 11.143
H: 7.871 -3.211 6.712
O: 0.038 4.038 -10.118
C: 6.956 -3.782 6.559
C: -5.005 -3.710 9.556
H: 2.308 -6.687 -8.774
C: 8.531 -5.218 8.783
H: 5.177 -3.034 -7.092
H: 9.604 3.455 -1.322
H: 8.590 9.068 -0.028
H: -0.155 0.308 -9.500
H: 8.626 8.518 1.651
H: 9.443 2.954 7.375
H: 7.749 2.361 6.782
H: -2.563 -0.420 -3.527
H: -10.026 6.619 -0.529
H: -2.645 -7.336 -3.151
C: 2.786 -5.763 -9.100
H: -9.273 7.553 2.251
H: 7.912 1.047 9.079
H: -1.962 -7.935 -5.457
O: -4.407 -3.869 8.283
H: -7.870 3.864 -0.295
H: -4.672 -5.820 8.260


Record 2
The following is a quantum chemistry calculation of a structure of composition C44H96CaF2N5O4S2, from OMol25.

The strongest force on any atom comes out at 8.36 eV Å⁻¹. The net charge is +5. The calculation puts the orbital gap at 0.1031 hartree. The calculation puts the calculated total energy at -3980.6113 Ha.

CARTESIAN COORDINATES (ANGSTROEM)
H: 5.684 3.618 9.236
C: 2.606 -7.274 -7.143
N: 3.774 -0.459 -0.466
C: -3.197 -3.284 4.085
C: 9.234 6.804 5.028
O: 2.148 -0.498 1.569
C: 2.326 -6.901 -8.576
H: 7.564 2.779 7.716
H: -5.388 4.940 -8.216
H: 10.874 4.375 10.706
C: -3.112 -4.342 3.024
H: 9.762 5.868 8.958
H: -1.692 -6.516 -4.331
H: 10.506 4.872 7.016
H: -3.024 -7.632 -4.641
C: -5.392 0.761 3.559
C: 2.416 -8.681 -4.380
H: -7.282 5.126 -6.692
H: -8.541 7.332 -3.850
H: -3.672 -3.732 4.958
H: 7.116 5.364 8.211
C: 1.068 -7.740 -9.007
F: 3.812 -2.383 -1.830
C: -4.556 4.754 -6.186
H: -5.008 -2.297 3.428
H: 0.059 -6.517 -6.727
H: 8.783 4.579 9.595
O: 4.623 -1.202 1.862
C: 6.996 4.827 7.270
H: 10.927 2.958 9.673
H: 7.688 7.102 6.635
C: -5.839 2.764 -6.509
O: 1.527 -1.719 -1.280
C: -4.637 2.158 -4.451
H: 9.611 3.320 7.242
C: -6.598 -0.704 5.243
H: 3.202 -7.997 -4.698
H: -3.119 1.266 3.324
H: -4.095 -4.790 2.880
H: 1.687 -8.121 -3.793
H: -7.366 0.070 5.228
H: -0.880 -9.197 -5.339
C: 3.083 -9.762 -3.556
H: -1.801 -8.086 -3.485
C: -5.554 3.334 -4.226
H: -5.431 -0.002 2.781
H: -9.256 6.176 -5.028
C: -3.973 -2.043 3.658
H: -0.068 -9.258 -7.709
H: 4.063 -9.911 -1.770
H: -8.283 7.586 -5.564
H: 0.742 -6.743 -5.217
C: -4.049 2.173 4.928
H: -3.594 -1.637 2.720
H: 4.868 -8.633 -2.629
H: -1.549 -8.102 -6.538
H: -6.859 2.422 -6.334
H: -4.028 -1.507 5.789
C: -7.143 4.765 -5.673
H: -5.995 -2.305 6.550
H: 4.165 2.371 6.987
C: -3.786 7.056 -9.299
C: -6.591 -1.393 6.584
C: -8.404 6.817 -4.801
H: 3.491 2.865 8.592
C: -4.752 5.483 -7.517
H: -6.360 1.254 3.476
C: -1.029 -8.145 -5.581
H: -4.369 5.562 -5.479
H: 3.609 -10.467 -4.199
H: -5.091 0.743 -5.974
H: 10.145 7.402 5.024
C: 1.792 -9.268 -5.669
H: -4.480 3.171 5.012
H: 9.433 5.169 3.354
H: 3.502 -7.895 -7.167
H: -2.823 7.339 -9.722
H: 2.340 -10.416 -3.100
H: -8.024 -2.092 8.161
H: 6.188 5.313 6.724
H: -4.279 0.679 6.544
H: 10.528 5.060 4.712
C: -1.957 -7.568 -4.432
C: 0.251 -7.312 -6.007
C: -4.796 1.790 -5.900
H: 0.870 -9.842 -5.565
C: 10.789 4.039 9.672
H: -4.159 2.518 2.806
H: -5.567 2.924 -7.552
H: -6.213 6.550 -5.017
H: 3.282 -8.385 -1.895
H: -2.701 5.528 -8.317
H: -3.019 2.251 5.276
H: -5.339 6.336 -7.175
H: 11.629 4.331 9.042
C: 8.450 4.576 5.146
H: 2.186 -5.823 -8.648
H: -3.080 6.781 -7.204
H: -3.858 1.996 -6.416
H: 8.488 3.502 4.960
C: -4.869 1.215 5.801
H: 7.512 4.924 4.714
H: 8.482 7.219 4.358
H: -6.832 -1.502 4.539
C: 9.608 4.397 7.412
C: 8.652 6.622 6.463
H: -6.498 2.967 -3.824
H: 9.352 7.069 7.169
H: -5.796 1.617 6.211
N: -5.226 -0.010 4.860
H: -4.254 6.460 -10.084
H: 5.687 1.922 8.860
C: 3.891 -9.088 -2.464
H: -2.169 -3.031 4.344
C: -4.104 1.691 3.513
C: 0.902 -8.816 -7.937
C: 4.246 3.056 7.830
Ca: 5.387 2.560 -2.929
H: -3.088 -0.379 4.767
C: -3.998 -0.975 4.838
H: 6.400 2.931 6.429
H: -2.732 -3.796 2.160
N: 1.424 -8.126 -6.687
H: -6.956 5.755 -3.705
S: 3.562 -0.524 1.070
H: 2.711 -6.431 -6.461
H: -3.684 4.102 -6.146
H: -5.118 4.084 -3.565
C: -7.107 5.981 -4.761
C: 9.535 5.396 4.415
H: 1.604 -9.598 -8.226
H: -4.775 1.299 -3.795
H: -7.942 4.123 -5.301
H: 2.621 -9.615 -6.285
N: 8.425 5.067 6.630
H: -8.568 -2.552 6.662
O: 2.936 -3.018 0.202
C: 9.627 4.786 8.937
H: -6.057 -0.677 7.209
H: 1.131 -8.176 -10.005
H: -3.651 2.545 -4.194
H: 4.063 4.041 7.402
H: -4.437 7.899 -9.067
C: -8.074 -1.707 7.143
S: 2.827 -1.889 -0.689
H: -2.275 -4.988 3.289
N: -5.785 4.023 -5.610
C: -3.502 6.209 -8.030
C: 5.602 2.911 8.410
F: 3.912 1.002 1.388
H: 0.111 -7.223 -9.074
C: 6.658 3.307 7.419
H: -8.760 -0.861 7.170
H: 3.161 -7.124 -9.240


no.,HOMO level (eV)
1,-9.38
2,-17.16